(1)
Entry from OMol25: 7 unconnected molecules or ions with the total composition C28H42O21 in a non-equilibrium geometry (ωB97M-V/def2-TZVPD).

LUMO level	-0.2	eV
total charge	0
Kohn-Sham gap	10.3	eV
SMILES	C[C@H]1COC(=O)O1.C[C@H]1COC(=O)O1.C[C@H]1COC(=O)O1.C[C@H]1COC(=O)O1.C[C@H]1COC(=O)O1.C[C@H]1COC(=O)O1.C[C@H]1COC(=O)O1
ΔE to the lowest compared entry with this formula, charge and spin	0.9460	eV
HOMO energy	-10.44	eV
calculated total energy	-72716.161	eV

Each line ends with the Löwdin charge.
Element x y z (Å)
C  2.486  -1.975  -2.154  -0.026
C  3.805  -2.379  -2.772  -0.297
C  4.860  -2.766  -1.707  -0.086
O  5.051  -4.159  -1.901  0.070
C  4.441  -4.565  -3.034  -0.567
O  4.556  -5.633  -3.526  0.173
O  3.670  -3.573  -3.541  0.086
H  1.809  -1.533  -2.886  0.086
H  2.666  -1.191  -1.407  0.083
H  1.941  -2.759  -1.627  0.091
H  4.153  -1.564  -3.406  0.148
H  4.458  -2.600  -0.708  0.118
H  5.791  -2.209  -1.801  0.129
C  -1.867  -8.499  0.405  -0.030
C  -1.318  -7.229  -0.188  -0.329
C  -0.779  -6.237  0.860  -0.072
O  0.390  -5.746  0.185  0.018
C  0.696  -6.500  -0.889  -0.560
O  1.676  -6.375  -1.536  0.187
O  -0.175  -7.536  -0.972  0.091
H  -1.040  -8.990  0.933  0.094
H  -2.304  -9.172  -0.329  0.085
H  -2.605  -8.402  1.206  0.089
H  -2.075  -6.720  -0.790  0.155
H  -0.421  -6.720  1.767  0.131
H  -1.432  -5.378  0.972  0.131
C  -1.401  5.424  -0.197  -0.004
C  -1.876  5.525  -1.620  -0.316
C  -2.836  4.392  -1.993  -0.077
O  -4.104  5.019  -1.824  0.065
C  -3.963  6.366  -1.908  -0.549
O  -4.866  7.125  -1.987  0.182
O  -2.642  6.694  -1.879  0.093
H  -2.188  5.011  0.433  0.072
H  -0.893  6.298  0.211  0.088
H  -0.575  4.700  -0.121  0.073
H  -1.035  5.526  -2.314  0.135
H  -2.799  3.525  -1.337  0.123
H  -2.680  4.072  -3.025  0.139
C  2.322  6.117  -0.593  -0.016
C  2.023  5.079  -1.646  -0.307
C  3.222  4.953  -2.633  -0.096
O  3.540  3.580  -2.666  0.089
C  2.880  2.942  -1.677  -0.544
O  3.058  1.816  -1.348  0.163
O  2.000  3.775  -1.072  0.059
H  1.456  6.358  0.024  0.068
H  2.629  7.082  -1.003  0.096
H  3.174  5.764  -0.011  0.103
H  1.165  5.321  -2.271  0.131
H  4.071  5.596  -2.398  0.133
H  2.907  5.278  -3.628  0.134
C  2.818  -4.406  2.240  0.002
C  1.824  -3.505  2.939  -0.300
C  0.557  -4.107  3.564  -0.095
O  0.535  -3.621  4.897  0.073
C  1.734  -3.082  5.196  -0.566
O  2.096  -2.755  6.279  0.160
O  2.478  -2.921  4.077  0.080
H  3.388  -4.898  3.028  0.096
H  3.524  -3.829  1.639  0.079
H  2.361  -5.087  1.523  0.074
H  1.421  -2.758  2.251  0.127
H  0.541  -5.205  3.574  0.126
H  -0.353  -3.838  3.030  0.123
C  -5.967  4.376  2.383  -0.018
C  -4.745  3.879  1.665  -0.324
C  -3.839  2.966  2.527  -0.083
O  -3.509  1.894  1.658  0.056
C  -4.260  1.962  0.536  -0.581
O  -4.213  1.163  -0.343  0.163
O  -5.061  3.039  0.556  0.098
H  -6.568  5.046  1.770  0.092
H  -5.597  4.948  3.239  0.097
H  -6.602  3.566  2.740  0.096
H  -4.113  4.724  1.373  0.132
H  -4.405  2.600  3.388  0.134
H  -2.941  3.466  2.880  0.133
C  0.348  1.553  0.735  -0.013
C  -0.664  0.603  0.156  -0.290
C  -0.322  0.188  -1.287  -0.068
O  -0.440  -1.238  -1.272  0.059
C  -0.363  -1.663  0.002  -0.555
O  -0.090  -2.778  0.326  0.148
O  -0.571  -0.648  0.861  0.100
H  1.368  1.180  0.632  0.088
H  0.139  1.765  1.782  0.093
H  0.348  2.474  0.148  0.062
H  -1.673  1.010  0.190  0.121
H  0.731  0.434  -1.457  0.108
H  -0.937  0.576  -2.092  0.137

(2)
Entry from OMol25: 7 unconnected molecules or ions with the total composition C28H42O21 in a non-equilibrium geometry (ωB97M-V/def2-TZVPD).

LUMO level	0.1	eV
total charge	0
Kohn-Sham gap	10.0	eV
SMILES	C[C@H]1COC(=O)O1.C[C@H]1COC(=O)O1.C[C@H]1COC(=O)O1.C[C@H]1COC(=O)O1.C[C@H]1COC(=O)O1.C[C@H]1COC(=O)O1.C[C@H]1COC(=O)O1
ΔE to the lowest compared entry with this formula, charge and spin	11.5006	eV
HOMO energy	-9.90	eV
calculated total energy	-72705.606	eV

Each line ends with the Löwdin charge.
Element x y z (Å)
C  70.798  68.356  34.990  0.025
C  69.851  67.166  35.391  -0.240
C  70.544  66.021  36.033  -0.018
O  69.904  66.061  37.323  0.110
C  69.072  67.019  37.367  -0.665
O  68.364  67.083  38.447  0.055
O  68.979  67.672  36.369  0.210
H  71.710  68.012  34.501  0.089
H  71.041  68.983  35.748  0.025
H  70.303  69.131  34.208  0.137
H  69.293  66.993  34.550  0.121
H  71.457  66.239  36.060  0.039
H  70.016  65.224  35.534  0.127
C  65.928  69.081  39.403  -0.027
C  65.351  67.690  39.162  -0.320
C  65.711  66.741  40.273  -0.062
O  64.486  65.985  40.487  0.064
C  63.485  66.563  39.767  -0.488
O  62.352  66.108  39.543  0.096
O  63.911  67.771  39.250  0.055
H  67.061  69.157  39.272  0.099
H  65.626  69.500  40.203  0.005
H  65.603  69.741  38.610  0.084
H  65.582  67.476  38.054  0.173
H  65.825  67.447  41.178  0.164
H  66.608  66.226  40.237  0.080
C  70.449  70.318  39.526  0.019
C  71.648  69.306  39.515  -0.339
C  71.321  67.918  40.114  -0.103
O  72.078  67.067  39.304  0.090
C  72.566  67.660  38.226  -0.489
O  73.322  67.187  37.413  0.146
O  72.212  69.038  38.275  0.072
H  70.557  71.093  38.910  0.026
H  70.432  70.741  40.502  0.075
H  69.475  69.749  39.241  0.110
H  72.362  69.698  40.238  0.139
H  70.230  67.810  39.998  0.110
H  71.363  68.039  41.253  0.173
C  76.267  64.499  37.147  -0.042
C  75.369  63.594  36.478  -0.274
C  74.081  63.381  37.179  -0.202
O  73.133  63.488  36.237  0.040
C  73.737  64.290  35.243  -0.620
O  73.036  64.730  34.329  0.109
O  74.924  64.311  35.288  0.211
H  76.858  64.243  37.877  0.021
H  75.903  65.522  37.540  0.144
H  77.283  64.664  36.707  0.123
H  75.865  62.553  36.331  0.199
H  74.026  64.241  37.757  0.092
H  73.964  62.524  38.023  0.198
C  68.371  63.732  31.328  -0.019
C  67.456  64.250  32.422  -0.280
C  66.413  63.075  32.857  -0.077
O  66.490  63.272  34.227  0.065
C  67.575  63.979  34.603  -0.560
O  67.891  64.161  35.783  0.129
O  68.180  64.499  33.594  0.122
H  69.210  64.301  31.234  0.034
H  67.856  63.755  30.275  0.145
H  69.001  62.925  31.760  0.096
H  66.859  64.993  32.075  0.113
H  66.648  62.070  32.606  0.109
H  65.405  63.397  32.305  0.176
C  71.267  62.383  39.974  0.006
C  70.594  63.690  39.445  -0.267
C  69.176  63.432  38.986  -0.028
O  68.424  64.179  39.987  0.129
C  69.236  64.765  40.770  -0.715
O  68.817  65.580  41.590  0.100
O  70.439  64.559  40.539  0.152
H  71.260  61.728  39.092  0.078
H  70.704  62.038  40.883  0.108
H  72.262  62.611  40.455  0.096
H  70.941  64.127  38.591  0.110
H  68.807  62.494  38.908  0.107
H  68.756  63.813  38.164  0.075
C  71.219  61.652  34.668  -0.011
C  70.279  60.552  35.253  -0.338
C  68.898  60.708  34.813  -0.099
O  68.472  59.354  34.756  0.087
C  69.528  58.537  34.621  -0.523
O  69.554  57.364  34.269  0.134
O  70.638  59.268  34.826  0.094
H  70.733  62.576  34.803  0.052
H  71.538  61.650  33.483  0.163
H  72.045  61.532  35.238  0.017
H  70.637  60.590  36.356  0.183
H  68.917  61.311  33.833  0.158
H  68.238  61.081  35.495  0.111

(3)
Entry from OMol25: C28H43BF3N5O8S in the gas phase in a non-equilibrium geometry (ωB97M-V/def2-TZVPD).

LUMO level	-2.3	eV
total charge	0
Kohn-Sham gap	5.7	eV
HOMO energy	-8.06	eV
calculated total energy	-73210.588	eV

Each line ends with the Löwdin charge.
Element x y z (Å)
C  5.731  0.140  2.187  0.067
C  5.064  -0.225  1.100  -0.059
C  3.936  -0.398  -0.069  -0.128
N  2.553  -0.030  0.380  0.046
C  1.579  -1.140  0.130  -0.109
N  1.640  -2.315  0.806  0.013
C  2.636  -2.557  1.924  -0.090
C  2.423  -2.183  3.314  0.047
C  0.747  -3.498  0.518  -0.099
C  0.379  -4.385  1.813  -0.224
O  -0.820  -5.194  1.543  -0.098
N  0.552  -0.963  -0.898  0.057
C  -0.804  -0.603  -0.419  -0.173
C  -1.203  -0.925  1.096  -0.158
C  -2.598  -0.147  1.508  -0.184
C  -3.613  0.060  0.274  -0.207
C  -4.907  0.879  0.873  -0.201
C  -5.634  1.825  -0.213  -0.244
C  -5.638  1.268  -1.726  -0.486
S  -6.812  -0.139  -2.053  0.876
C  -7.294  -1.002  -0.494  -0.530
N  -8.107  -0.528  0.637  0.024
N  -8.057  -1.615  1.495  -0.036
C  -7.258  -2.723  0.964  -0.057
O  -6.767  -2.331  -0.335  -0.085
C  1.079  0.005  -1.945  -0.289
C  -0.061  0.325  -3.092  0.017
B  -0.484  -1.009  -3.938  -0.442
O  -0.490  -1.044  -5.413  0.057
O  -0.845  -2.290  -3.300  0.047
C  2.245  -0.706  -2.857  -0.446
O  2.755  -0.120  -3.905  -0.057
O  2.722  -2.018  -2.605  -0.177
O  1.441  1.291  -1.419  -0.026
C  2.066  1.281  -0.130  -0.338
C  3.244  2.431  -0.241  -0.076
C  3.766  2.632  -1.789  -0.344
C  2.956  3.839  -2.545  -0.094
C  5.307  3.191  -1.636  -0.098
C  1.110  1.863  1.084  -0.007
C  1.620  1.346  2.560  -0.214
O  3.000  1.688  2.836  -0.049
C  0.734  2.125  3.709  -0.274
F  1.500  3.107  4.433  0.059
F  0.383  1.104  4.701  0.012
F  -0.522  2.622  3.215  0.045
H  6.511  0.318  3.019  0.056
H  3.909  -1.555  -0.242  0.121
H  4.266  0.032  -1.078  0.136
H  3.639  -3.034  1.607  0.143
H  2.889  -1.208  3.716  0.084
H  1.805  -2.821  4.065  0.087
H  -0.232  -3.235  -0.017  0.127
H  1.354  -4.185  -0.204  0.160
H  1.251  -5.063  2.147  0.131
H  0.145  -3.687  2.715  0.120
H  -0.703  -5.494  0.606  0.099
H  -1.037  0.535  -0.558  0.123
H  -1.572  -1.160  -1.101  0.141
H  -0.437  -0.557  1.898  0.101
H  -1.433  -2.048  1.316  0.115
H  -2.362  0.846  2.041  0.103
H  -3.157  -0.816  2.284  0.128
H  -3.920  -0.922  -0.255  0.125
H  -3.177  0.775  -0.541  0.103
H  -4.447  1.584  1.684  0.113
H  -5.613  0.170  1.446  0.099
H  -6.748  1.914  0.113  0.109
H  -5.231  2.921  -0.189  0.122
H  -6.000  2.152  -2.398  0.093
H  -4.600  0.978  -2.140  0.069
H  -7.004  -3.735  1.444  0.139
H  -0.945  0.935  -2.681  0.115
H  0.471  1.025  -3.861  0.143
H  0.120  -1.813  -5.605  0.116
H  -0.344  -2.991  -3.794  0.111
H  4.103  2.268  0.504  0.104
H  2.828  3.494  0.013  0.127
H  3.796  1.660  -2.391  0.111
H  2.993  4.834  -1.968  0.084
H  1.832  3.547  -2.617  0.079
H  3.358  3.894  -3.622  0.087
H  5.495  3.838  -2.574  0.076
H  5.271  3.930  -0.740  0.082
H  6.068  2.345  -1.488  0.081
H  1.101  3.007  1.153  0.132
H  0.017  1.531  1.007  0.103
H  1.365  0.235  2.686  0.116
H  3.122  2.620  2.524  0.112

(4)
Entry from OMol25: a molecular structure, C28H43BrN2P2SSr in a non-equilibrium geometry (ωB97M-V/def2-TZVPD).

LUMO level	-6.6	eV
total charge	+2
Kohn-Sham gap	5.0	eV
ΔE to the lowest compared entry with this formula, charge and spin	0.0000	eV
HOMO energy	-11.55	eV
calculated total energy	-132990.398	eV

Each line ends with the Löwdin charge.
Element x y z (Å)
N  -7.057  5.410  -6.384  0.068
C  -6.857  5.949  -5.188  -0.116
C  -5.904  5.441  -4.298  -0.010
C  -5.155  4.286  -4.627  -0.209
C  -5.483  3.678  -5.878  -0.003
C  -6.422  4.295  -6.728  -0.116
C  -4.084  3.827  -3.746  -0.008
Sr  -0.263  1.908  0.306  1.304
P  5.887  -0.770  -1.049  0.951
C  -3.193  2.877  -4.150  -0.048
C  -2.339  2.078  -3.312  -0.192
C  -1.256  1.373  -3.885  0.020
C  -0.471  0.532  -3.098  -0.063
C  -0.988  0.043  -1.856  -0.406
C  -2.116  0.750  -1.310  -0.294
C  -2.637  1.871  -1.939  -0.041
Br  1.810  -0.041  -0.033  0.047
H  -3.984  4.359  -2.785  0.127
H  -3.114  2.684  -5.231  0.125
H  -5.743  5.951  -3.358  0.107
H  -5.048  2.742  -6.232  0.105
H  -7.441  6.834  -4.933  0.118
H  -6.655  3.920  -7.730  0.119
H  -1.075  1.475  -4.972  0.149
H  -3.416  2.451  -1.428  0.127
H  0.543  0.296  -3.490  0.142
H  -2.596  0.396  -0.399  0.047
P  -0.909  -1.687  -1.122  1.033
C  5.166  0.908  -0.828  -0.490
C  6.208  1.980  -1.214  -0.181
H  4.901  1.005  0.234  0.058
H  4.243  1.031  -1.416  0.027
H  5.898  2.966  -0.841  0.062
H  7.187  1.744  -0.769  0.063
H  6.321  2.064  -2.306  0.069
C  5.052  -1.236  -2.657  -0.444
C  5.774  -2.392  -3.352  -0.178
H  5.069  -0.331  -3.285  0.072
H  4.003  -1.480  -2.427  0.051
H  5.400  -2.486  -4.377  0.065
H  6.855  -2.210  -3.398  0.068
H  5.596  -3.341  -2.834  0.063
C  4.943  -1.838  0.105  -0.482
C  5.661  -2.008  1.452  -0.178
H  4.863  -2.828  -0.375  0.074
H  3.921  -1.436  0.260  -0.046
H  5.049  -2.611  2.139  0.065
H  6.616  -2.537  1.315  0.071
H  5.856  -1.039  1.937  0.065
C  -0.713  -2.929  0.297  -0.268
C  -1.670  -4.124  0.200  -0.103
H  -0.782  -2.398  1.262  0.073
H  0.326  -3.280  0.194  0.088
H  -2.688  -3.877  0.529  0.074
H  -1.751  -4.486  -0.833  0.077
H  -1.326  -4.981  0.790  0.105
C  0.381  -2.285  -2.286  -0.357
C  -0.164  -2.618  -3.657  -0.114
H  0.824  -3.148  -1.771  0.093
H  1.138  -1.484  -2.332  0.031
H  -0.989  -3.334  -3.620  0.076
H  -0.504  -1.729  -4.196  0.067
H  0.637  -3.078  -4.238  0.096
C  -2.559  -2.183  -1.741  -0.319
C  -3.682  -1.846  -0.722  -0.125
H  -2.500  -3.264  -1.919  0.073
H  -2.760  -1.670  -2.696  0.110
H  -4.384  -1.096  -1.129  0.092
H  -4.277  -2.738  -0.467  0.090
H  -3.339  -1.442  0.256  0.038
S  -3.435  -0.558  3.232  1.076
C  -1.882  -0.801  3.984  -0.322
C  -0.906  -0.148  3.266  -0.216
N  -1.396  0.631  2.206  -0.201
C  -2.739  0.544  2.097  -0.489
H  -1.714  -1.410  4.862  0.091
H  0.176  -0.130  3.404  0.122
H  -3.293  1.217  1.439  0.084

> Among the records above, which one has the highest total charge?

C28H43BrN2P2SSr

> What is the formula in the fourth record?

C28H43BrN2P2SSr